Record 1
This record from the OMol25 dataset describes an isolated ion of composition C4H11N2O and charge -1. The level of theory is wB97M-V/def2-TZVPD.

Geometry as XYZ:
```
18
Properties=species:S:1:pos:R:3:forces:R:3
C 0.754 0.414 0.656 -0.60 0.13 1.00
N 0.164 1.520 -0.118 1.26 -1.10 -1.00
C 0.010 2.881 0.543 2.36 0.52 -0.64
O 1.101 3.633 0.289 -0.51 0.20 -0.04
C -0.220 -0.816 0.569 -0.21 1.92 0.56
N 0.035 -1.465 -0.691 -0.64 -2.03 1.29
C -0.695 -2.703 -1.048 -0.11 0.08 -1.63
H 1.717 -0.013 0.260 -0.56 0.80 0.26
H 0.937 0.772 1.743 -0.37 -0.75 -1.49
H 0.852 1.658 -0.904 -1.18 0.62 1.15
H -0.924 3.282 0.101 -0.24 0.01 0.26
H -0.059 2.769 1.652 -0.76 -0.68 -0.15
H 0.055 -1.455 1.406 -0.30 -0.57 0.01
H -1.279 -0.383 0.702 1.25 -0.79 -0.12
H 0.137 -0.850 -1.462 -0.30 0.66 -0.44
H 0.059 -3.378 -1.461 -0.04 -0.30 -0.03
H -1.249 -3.343 -0.307 0.59 1.43 -0.08
H -1.394 -2.523 -1.929 0.38 -0.16 1.10
```
Forces are in eV/Å.

Output
- charge = -1
- SMILES = CNCCNC[O-]
- frontier orbital gap (eV) = 5.844
- energy relative to the best compared isomer or geometry (same formula, charge and spin) (kcal per mole) = 48.3
- spin multiplicity = 1

Partial atomic charges computed with the Löwdin method, in multiples of e: -0.2736, -0.0987, -0.5646, -0.3874, -0.2910, -0.1469, -0.1513, 0.1010, 0.1164, 0.0925, 0.0581, 0.0688, 0.0859, 0.1184, 0.0803, 0.0435, 0.0770, 0.0717

---

Record 2
This record from the OMol25 dataset describes an isolated ion of composition C4H11N2O and charge -1. The level of theory is wB97M-V/def2-TZVPD.

Geometry as XYZ:
```
18
Properties=species:S:1:pos:R:3:forces:R:3
C -1.759 -0.630 0.980 0.33 0.32 -0.38
O -1.882 -1.776 0.335 -0.06 -0.96 0.02
C -0.412 0.105 0.597 -1.45 -0.47 -0.20
C -0.377 0.219 -0.939 1.40 0.16 1.40
C 0.887 0.943 -1.411 0.01 0.90 -0.28
N 2.197 0.415 -1.016 0.02 -0.37 0.62
N 0.699 -0.714 1.155 -0.37 0.52 0.65
H -1.697 -0.716 2.100 -0.06 0.05 0.25
H -2.610 0.075 0.794 0.01 0.36 -0.02
H -0.542 1.092 1.054 0.81 0.20 0.13
H -0.445 -0.824 -1.252 -0.42 0.21 -0.55
H -1.223 0.870 -1.145 -0.43 -0.39 -0.66
H 0.942 1.157 -2.488 -0.35 -0.55 -0.13
H 0.810 1.968 -1.021 0.20 -0.03 0.25
H 2.174 -0.599 -1.137 -0.02 0.12 -0.37
H 2.203 0.416 0.008 0.04 0.17 -0.34
H 0.787 -0.372 2.113 0.19 -0.20 -0.09
H 0.249 -1.629 1.273 0.17 -0.05 -0.31
```
Forces are in eV/Å.

Output
- charge = -1
- SMILES = NCC[C@H](N)C[O-]
- frontier orbital gap (eV) = 6.948
- energy relative to the best compared isomer or geometry (same formula, charge and spin) (kcal per mole) = 23.4
- spin multiplicity = 1

Partial atomic charges computed with the Löwdin method, in multiples of e: -0.5531, -0.3301, -0.4076, -0.1823, -0.3231, -0.0434, 0.0053, 0.0723, 0.0743, 0.1159, 0.1020, 0.1024, 0.0830, 0.0907, 0.0504, 0.0287, 0.0544, 0.0603

---

Record 3
This record from the OMol25 dataset describes an isolated ion of composition C4H11N2O and charge -1. The level of theory is wB97M-V/def2-TZVPD.

Geometry as XYZ:
```
18
Properties=species:S:1:pos:R:3:forces:R:3
C -2.018 0.694 0.889 0.56 -1.77 -1.82
O -3.150 -0.030 0.617 0.77 0.33 1.48
C -0.711 -0.066 0.207 -0.16 -1.46 0.83
C 0.559 0.757 -0.261 -1.08 -1.46 2.02
C 1.781 -0.120 -0.656 -0.20 0.14 0.87
N 2.828 -0.401 0.465 -1.98 -2.72 -0.94
N -1.265 -0.806 -0.981 0.24 -0.54 1.83
H -1.708 0.981 1.917 -0.34 -0.26 0.22
H -2.035 1.570 0.292 0.00 2.08 -0.60
H -0.463 -0.837 1.051 0.16 0.88 -1.56
H 0.210 1.201 -1.198 0.19 0.92 0.49
H 0.736 1.369 0.684 0.33 0.19 -1.75
H 1.378 -1.077 -1.064 0.22 0.65 0.21
H 2.335 0.390 -1.451 0.03 -0.12 0.11
H 3.079 -1.361 0.094 0.78 1.34 0.48
H 2.269 -0.823 1.253 0.27 1.17 -0.53
H -1.992 -1.364 -0.446 0.45 0.87 -1.20
H -1.833 -0.077 -1.410 -0.25 -0.25 -0.16
```
Forces are in eV/Å.

Output
- charge = -1
- SMILES = NCC[C@H](N)C[O-]
- frontier orbital gap (eV) = 6.580
- energy relative to the best compared isomer or geometry (same formula, charge and spin) (kcal per mole) = 47.1
- spin multiplicity = 1

Partial atomic charges computed with the Löwdin method, in multiples of e: -0.4712, -0.3897, -0.4020, -0.1945, -0.2913, -0.0567, -0.0306, 0.0722, 0.0482, 0.1306, 0.0913, 0.1189, 0.0903, 0.0802, 0.0506, 0.0502, 0.0600, 0.0436

---

Record 4
This record from the OMol25 dataset describes an isolated ion of composition C4H11N2O and charge -1. The level of theory is wB97M-V/def2-TZVPD.

Geometry as XYZ:
```
18
Properties=species:S:1:pos:R:3:forces:R:3
C -1.092 1.512 -1.035 -0.24 -0.16 -0.37
O -2.331 1.390 -1.542 0.02 0.04 0.18
C -0.621 0.266 -0.256 0.05 -0.18 1.12
C 0.820 0.384 0.225 0.64 0.47 -0.16
C 1.396 -0.885 0.853 -0.82 -0.04 -0.97
N 1.673 -1.931 -0.178 -0.15 -0.05 0.43
N -1.513 0.198 0.945 0.22 0.19 -0.21
H -0.296 1.765 -1.786 0.06 -0.16 -0.05
H -0.997 2.323 -0.261 0.09 0.09 0.00
H -0.755 -0.681 -0.793 0.05 0.29 -0.63
H 0.866 1.230 0.916 -0.13 -0.16 0.34
H 1.508 0.714 -0.574 -0.27 -0.28 -0.21
H 0.604 -1.259 1.511 0.48 -0.05 0.38
H 2.318 -0.676 1.380 0.08 0.01 0.38
H 0.985 -2.672 -0.080 0.17 0.15 -0.20
H 1.544 -1.536 -1.104 -0.05 -0.01 0.08
H -1.732 -0.761 1.183 -0.07 -0.03 -0.08
H -2.377 0.619 0.597 -0.12 -0.12 -0.01
```
Forces are in eV/Å.

Output
- charge = -1
- SMILES = NCC[C@@H](N)C[O-]
- frontier orbital gap (eV) = 6.450
- energy relative to the best compared isomer or geometry (same formula, charge and spin) (kcal per mole) = 19.3
- spin multiplicity = 1

Partial atomic charges computed with the Löwdin method, in multiples of e: -0.5360, -0.3632, -0.4190, -0.2244, -0.2848, -0.0290, 0.0105, 0.0801, 0.0895, 0.1197, 0.1022, 0.1031, 0.0923, 0.0812, 0.0450, 0.0473, 0.0378, 0.0477

---

Record 5
This record from the OMol25 dataset describes the molecule C4H11N2O. The level of theory is wB97M-V/def2-TZVPD.

Geometry as XYZ:
```
18
Properties=species:S:1:pos:R:3:forces:R:3
C 0.140 0.396 0.974 0.73 1.21 -1.01
N 0.781 1.076 -0.293 0.79 -1.51 2.44
C 2.279 0.584 -0.417 -2.25 1.15 1.28
O 2.748 -0.141 0.676 -0.03 1.09 -1.59
C -0.270 -0.986 0.661 -0.85 -0.65 -1.33
N -0.920 -1.042 -0.675 -0.32 -0.25 -0.28
C -2.258 -0.435 -0.721 -0.55 0.23 0.09
H -0.775 0.962 1.188 0.63 0.36 0.43
H 0.909 0.260 1.761 -0.77 1.04 0.06
H 0.769 2.058 -0.005 0.40 -0.28 -0.41
H 2.755 1.629 -0.520 0.41 -2.04 -0.32
H 2.288 -0.148 -1.278 0.53 0.99 0.50
H -0.873 -1.438 1.495 0.30 0.38 -0.96
H 0.645 -1.535 0.580 0.44 -0.91 -0.03
H -0.355 -0.451 -1.285 0.13 -0.44 0.27
H -2.475 -0.219 0.334 -0.81 0.13 -0.37
H -3.049 -1.097 -1.167 0.79 0.31 0.59
H -2.339 0.527 -1.307 0.43 -0.80 0.64
```
Forces are in eV/Å.

Output
- frontier orbital gap (alpha / beta) (eV) = 9.377 / 6.433
- energy relative to the best compared isomer or geometry (same formula, charge and spin) (kcal per mole) = 55.5
- expectation value of S² = 0.75
- spin multiplicity = 2

Partial atomic charges computed with the Löwdin method, in multiples of e: -0.2232, -0.0564, -0.2595, 0.0027, -0.2644, -0.1323, -0.1495, 0.1063, 0.1032, 0.0772, 0.1496, 0.1413, 0.1361, 0.0859, 0.0643, 0.0608, 0.0733, 0.0846

---

Record 6
This record from the OMol25 dataset describes a 2-piece molecular cluster, C4H11N2O overall. The level of theory is wB97M-V/def2-TZVPD.

Geometry as XYZ:
```
18
Properties=species:S:1:pos:R:3:forces:R:3
O -1.353 -0.074 1.056 0.25 -0.99 -0.20
C -0.991 1.003 1.664 2.37 1.68 -1.40
N -0.268 1.919 0.789 -0.60 -0.01 0.12
C 1.608 -0.453 -0.649 0.91 -1.93 -0.84
N 1.407 0.381 -1.563 -0.07 0.39 -0.06
C -0.568 -1.692 -1.291 -0.41 -0.29 -0.16
C 0.478 -1.408 -0.260 -1.87 1.63 -0.86
H -0.165 2.865 1.140 0.18 -0.01 -0.06
H -0.463 1.883 -0.208 -0.18 0.04 0.05
H 2.505 -0.826 -0.154 0.49 0.84 0.08
H 2.201 0.913 -1.907 0.23 -0.21 0.14
H -0.209 0.968 2.463 -0.71 -0.73 0.70
H -1.835 1.578 2.111 -0.42 -0.49 0.12
H -1.269 -0.868 -1.420 0.19 0.25 -0.15
H -0.123 -1.910 -2.264 0.11 0.14 0.00
H -1.191 -2.543 -1.019 0.21 -0.06 0.20
H 0.582 -2.230 0.432 0.69 0.64 0.67
H 0.291 -0.202 0.096 -1.36 -0.89 1.65
```
Forces are in eV/Å.

Output
- charge = +1
- frontier orbital gap (eV) = 5.562
- energy relative to the best compared isomer or geometry (same formula, charge and spin) (kcal per mole) = 201.9
- spin multiplicity = 1

Partial atomic charges computed with the Löwdin method, in multiples of e: 0.0380, -0.4067, 0.1245, -0.2259, 0.1638, -0.0708, -0.0713, 0.1119, 0.1044, 0.1482, 0.1001, 0.1790, 0.2074, 0.0921, 0.1063, 0.0960, 0.1398, 0.1633

---

Calculated maximum force, 2.50; 1.98; 3.49; 1.27; 2.97; 3.23 eV/A (same order as the records).